# 1
Formula: C3H5O3PS2
Source: OMol25
Level of theory: ωB97M-V with the def2-TZVPD basis set

Highest occupied orbital energy (alpha / beta) (eV): -8.098 / -8.099
Electronic energy (eV): -40291.892
Lowest unoccupied orbital energy (alpha / beta) (Ha): -0.04824 / -0.04808

```
14
Properties=species:S:1:pos:R:3:forces:R:3
C -1.405 0.833 1.621 -1.30 0.98 0.55
C -0.361 1.704 1.596 1.45 -1.21 -1.75
C 0.857 1.055 -1.096 -0.81 0.90 2.36
O 1.951 -1.145 -1.782 0.75 -1.19 -0.06
O -0.479 -1.441 -1.828 1.48 0.03 -0.77
O 0.976 -1.499 0.308 2.58 1.45 -1.98
P 0.684 -0.686 -1.023 -2.74 -0.73 1.32
S -1.880 -0.357 0.542 0.05 0.34 0.38
S 0.690 2.062 0.261 -0.01 -1.27 -1.81
H -2.104 1.225 2.405 0.23 -1.09 -0.41
H -0.085 2.281 2.430 -0.01 0.95 0.85
H 2.216 -0.601 -2.509 0.21 0.75 -0.69
H -1.440 -1.529 -1.801 0.45 0.76 0.74
H 0.379 -1.903 0.876 -2.34 -0.66 1.28
```
Forces are in eV/Å.



# 2
Formula: C3H5O3S
Source: OMol25
Level of theory: ωB97M-V with the def2-TZVPD basis set

Total charge: -1
Highest occupied orbital energy (eV): -5.355
Electronic energy (eV): -20167.879
Lowest unoccupied orbital energy (Ha): 0.13821

```
12
Properties=species:S:1:pos:R:3:forces:R:3
C 1.494 1.070 -2.085 -1.07 -0.08 0.94
C -0.071 1.008 -2.237 2.80 0.57 1.29
C 0.372 0.972 -1.009 -0.18 -0.22 -1.25
O -0.219 -0.561 1.530 -1.49 -0.81 0.72
O -1.495 -2.648 2.081 -0.06 -0.12 -0.83
O -2.234 -0.538 3.056 0.37 0.16 -0.94
S -1.142 -1.293 2.442 2.19 0.39 2.79
H 1.912 0.044 -2.068 0.80 1.03 -0.89
H 2.147 2.018 -2.280 -1.31 -1.87 0.54
H -0.718 0.895 -3.059 -0.95 -0.14 -0.27
H -0.270 -1.516 3.626 -0.99 0.34 -1.65
H 0.223 0.548 0.002 -0.13 0.75 -0.45
```
Forces are in eV/Å.



# 3
Formula: C3H5O4P
Source: OMol25
Level of theory: ωB97M-V with the def2-TZVPD basis set

Total charge: -2
Highest occupied orbital energy (eV): 1.536
Electronic energy (eV): -20669.037
SMILES: C=C[P@](=O)([O-])[C@H]([O-])O
Lowest unoccupied orbital energy (Ha): 0.24830

```
13
Properties=species:S:1:pos:R:3:forces:R:3
C 2.477 0.104 -0.596 2.33 -1.63 0.31
C 1.587 -0.638 0.026 -1.56 -1.47 0.78
C -2.151 -0.408 0.177 0.00 0.58 0.64
O -0.136 1.414 -0.199 0.21 1.18 -0.91
O -2.459 0.347 -0.986 0.45 1.02 -1.07
O 0.081 0.284 2.080 0.00 -0.68 -0.16
O -2.658 -1.548 0.175 -0.22 -2.76 -0.37
P -0.146 0.120 0.580 0.18 0.13 0.55
H 3.540 -0.277 -0.572 -0.82 0.44 -0.49
H 2.308 1.019 -1.074 -0.51 1.36 -0.26
H 1.927 -1.674 0.349 -0.45 1.30 0.01
H -2.552 0.156 1.026 0.51 1.05 0.83
H -1.818 1.100 -0.985 -0.10 -0.53 0.13
```
Forces are in eV/Å.



Looking at maximum force for the records above, in order, we have 0.0693; 0.0695; 0.0556 Eh/bohr.
Looking at relative energy (zero: lowest compared OMol25 entry of this formula, charge and spin) for the records above, in order, we have 1.42; 74.28; 52.95 kcal/mol.